1.
Molecular formula: C5H12NO2
Method: DFT, ωB97M-V/def2-TZVPD

Summary:
Gap between HOMO and LUMO: 4.7 eV
ΔE to the lowest compared entry with this formula, charge and spin: 308.5 kcal per mole
LUMO level: -7.9 eV
HOMO energy: -12.596 eV
Charge: +1

Structure (XYZ):
```
20
Properties=species:S:1:pos:R:3:forces:R:3
O -2.0157 -0.3406 -1.3434 0.4779 -0.5439 -0.3215
O 1.9936 0.7534 1.0309 0.0877 -1.8401 1.7319
N -1.5478 1.0780 0.5723 -1.2215 0.3304 -0.0625
C 0.7753 -0.1862 -1.1442 3.0770 -0.5285 -3.5344
C -0.9429 0.3832 1.5962 2.2291 -0.7997 0.2461
C 2.1720 -0.6398 -0.9985 -2.4073 -1.0301 -0.7387
C 1.5580 0.7253 -0.0789 -1.4630 3.7672 -1.1057
C -0.5777 -0.9734 1.3875 -2.0521 -3.3039 -1.2345
H 2.9414 -0.2852 -1.6809 0.4825 -0.2524 0.6824
H -1.2201 -1.7177 0.8841 -0.3541 0.9058 -0.3999
H 0.3332 -1.5582 1.5509 0.2644 1.1001 1.2140
H 0.1513 0.6088 1.7385 -0.3375 1.7770 0.9042
H -2.6563 -0.4437 -2.0590 -0.1345 0.1287 0.3520
H -2.0657 1.8880 0.9004 0.0994 -0.0669 0.0955
H 0.8650 0.5668 -1.9314 -0.7265 0.1263 0.0798
H 1.5097 1.6597 -0.6427 0.4358 0.2086 0.2076
H -1.4469 0.3415 2.6164 0.6016 0.0954 -0.2729
H 0.0930 -0.8725 -1.8242 -1.2871 -0.0164 2.8655
H 2.1645 -1.4599 -0.2863 1.3060 -0.0411 -0.2606
H -2.0839 0.4724 -0.2877 0.9224 -0.0166 -0.4482
```
Forces are in eV/Å.

2.
Molecular formula: C5H12NO2
Method: DFT, ωB97M-V/def2-TZVPD

Summary:
Gap between HOMO and LUMO: 4.2 eV
ΔE to the lowest compared entry with this formula, charge and spin: 309.9 kcal per mole
LUMO level: -9.4 eV
HOMO energy: -13.565 eV
Charge: +1

Structure (XYZ):
```
20
Properties=species:S:1:pos:R:3:forces:R:3
O -1.6147 -0.9570 -1.3239 0.2876 2.1462 2.5987
O 2.1429 -0.9762 1.3421 0.0607 -0.4840 0.2362
N 1.5748 -0.9934 -1.2579 -3.3358 1.1862 2.3596
C -2.3435 0.8958 0.3262 -0.3276 -2.2339 -4.0202
C -1.9311 -0.4385 -0.1057 -2.0759 -2.7191 -0.7762
C 0.4629 0.9432 0.1603 0.8242 -1.3554 0.9693
C 1.2151 0.4053 -1.2805 0.0697 -0.3943 -0.4906
C -0.6165 -0.0615 0.7108 3.7149 2.1938 1.0529
H 2.0855 -1.1360 -0.3195 1.3967 -0.4586 0.3217
H -0.7084 0.3493 1.7285 -0.3909 -0.1155 0.4333
H 2.7208 -1.5375 1.9388 -0.6564 0.3748 -1.4011
H -0.2031 -1.0726 0.8585 -0.2570 0.2296 0.2837
H -2.3595 -1.1954 0.6408 -0.0750 0.5717 -1.3306
H -3.4015 1.1535 0.3960 -0.0156 -0.3622 2.4333
H -1.7755 1.6212 -0.1422 0.9545 1.8060 -0.5652
H 2.1325 0.9312 -1.5224 0.1700 0.4702 0.8590
H 0.6962 -1.6049 -1.1570 1.0362 0.7438 -1.0893
H 0.1053 1.9832 0.1504 0.2023 -0.4003 -0.9160
H 1.3284 0.9517 0.8935 -1.2011 -0.2773 -1.0190
H 0.4892 0.7388 -2.0368 -0.3817 -0.9218 0.0606
```
Forces are in eV/Å.

3.
Molecular formula: C5H12NO2
Method: DFT, ωB97M-V/def2-TZVPD

Summary:
Gap between HOMO and LUMO (spin up / spin down): 11.3 / 4.9 eV
ΔE to the lowest compared entry with this formula, charge and spin: 17.0 kcal per mole
LUMO level (spin up / spin down): -7.0 / -13.4 eV
Multiplicity: 2
HOMO energy (spin up / spin down): -18.317 / -18.293 eV
Charge: +2
<S²>: 0.75

Structure (XYZ):
```
20
Properties=species:S:1:pos:R:3:forces:R:3
O 0.2334 -2.8536 0.0937 -0.3569 -0.2052 -0.0731
O -2.6553 1.3988 -0.9016 -0.2551 -0.0160 -0.0232
N -0.2928 2.3592 -0.9141 -0.9266 0.5606 -0.3868
C -0.4707 1.2099 0.0291 -0.6089 -0.0655 -0.3780
C 0.8956 -2.0774 0.9696 0.1230 1.1262 -0.0601
C -2.0068 0.8943 -0.0423 0.9545 0.3447 0.3585
C 0.2518 -0.0409 -0.4705 1.1799 -0.3556 -1.0098
C 1.3293 -0.7138 0.4470 -1.3673 -0.8157 -0.3100
H -0.4019 -0.7961 -0.9230 -0.4413 0.0478 0.6380
H -0.0985 1.5991 0.9725 -0.2426 -0.3746 0.3757
H -0.8445 3.1721 -0.6062 -0.0352 -0.1441 0.1250
H 1.7811 -2.7114 1.3058 0.0633 -0.0509 0.2621
H 2.1911 -0.8932 -0.1812 0.6282 0.3209 0.1429
H 0.7783 0.2107 -1.4037 0.1086 0.3368 0.3114
H -2.3567 0.1511 0.6828 -0.2802 -0.0731 0.0356
H 0.3655 -2.0043 1.9407 -0.0787 -0.4323 0.3223
H 0.6461 2.6998 -1.0264 0.8776 -0.0555 -0.0180
H -0.1872 -3.6309 0.5295 0.1124 -0.1848 -0.1688
H -0.6877 2.1536 -1.8386 0.0081 -0.1561 -0.0510
H 1.5301 -0.1267 1.3369 0.5372 0.1927 -0.0927
```
Forces are in eV/Å.

4.
Molecular formula: C5H12NOS
Method: DFT, ωB97M-V/def2-TZVPD

Summary:
Gap between HOMO and LUMO: 5.4 eV
ΔE to the lowest compared entry with this formula, charge and spin: 39.0 kcal per mole
LUMO level: 3.1 eV
HOMO energy: -2.349 eV
SMILES: OCCCNCC[S-]
Charge: -1

Structure (XYZ):
```
20
Properties=species:S:1:pos:R:3:forces:R:3
S -1.9426 -2.1949 -3.5680 -0.0561 -0.0864 0.3150
O 1.4513 2.5482 2.0077 -0.0075 -0.0500 -0.0874
N 0.0399 -0.1075 -0.7456 0.4495 0.2417 0.4347
C 0.8575 0.1931 1.6006 -0.8003 -0.6993 -0.6657
C -0.4662 -1.3584 -1.3128 -0.1304 0.5728 -0.4488
C -0.3392 0.2272 0.6094 0.5666 -0.1456 0.2767
C 1.8569 1.3004 1.3933 -0.6145 0.7706 1.0744
C -1.8480 -1.2699 -1.9812 -0.2513 -0.5195 -0.1433
H -0.7399 1.2409 0.6036 -0.4234 0.1176 0.2765
H -2.6362 -1.5950 -1.2803 0.1633 0.0561 -0.1722
H -0.4528 -2.0864 -0.5087 0.0264 -0.3229 0.1008
H -2.0569 -0.2357 -2.2250 0.0261 0.4725 0.1247
H 0.2238 -1.6780 -2.0859 0.1818 -0.1795 -0.0499
H 2.7658 1.0735 1.9477 0.2912 -0.0799 -0.5033
H 1.9946 1.4739 0.3247 0.4255 -0.3080 0.0025
H 1.3877 -0.7379 1.3985 -0.0259 -0.2325 0.0416
H 0.4135 0.1090 2.6032 0.5863 0.4216 0.0714
H 0.6757 2.8785 1.5481 -0.0870 -0.0398 -0.0587
H -0.0995 0.6923 -1.3430 -0.1921 -0.2868 -0.3222
H -1.0853 -0.4732 1.0138 -0.1280 0.2972 -0.2669
```
Forces are in eV/Å.